Entry 1:
58
Properties=species:S:1:pos:R:3 method="wB97M-V/def2-TZVPD" e_lumo_ev=4.62 fmax_ev_per_a=2.01 total_charge=-2 e_tot_ha=-3664.00482
Ca 0.918 -0.867 -0.391
C -1.464 0.506 2.883
C -0.181 0.003 3.476
C 0.327 0.637 4.596
C 1.508 0.217 5.202
C 2.187 -0.853 4.682
C 1.685 -1.546 3.569
C 2.436 -2.808 3.147
C 0.482 -1.120 2.946
N 0.031 -1.683 1.740
C -1.119 -2.358 1.696
O -1.743 -2.876 2.635
C -1.752 -2.424 0.339
C -2.863 -3.195 0.085
C -3.599 -2.985 -1.078
C -3.165 -1.979 -1.946
C -2.009 -1.264 -1.595
N -1.330 -1.483 -0.479
C -1.599 0.006 -2.330
O -2.146 0.322 -3.400
N -0.688 0.696 -1.621
C -0.596 2.081 -1.728
C 0.662 2.688 -1.746
C 1.941 1.842 -1.788
C 0.769 4.069 -1.751
C -0.375 4.854 -1.740
C -1.619 4.264 -1.717
C -1.757 2.888 -1.693
C -3.105 2.291 -1.460
H -1.890 1.317 3.451
H -2.193 -0.295 2.833
H -1.295 0.829 1.842
H -0.195 1.494 4.979
H 1.938 0.714 6.074
H 3.119 -1.218 5.107
H 3.185 -3.046 3.921
H 2.942 -2.666 2.197
H 1.749 -3.643 2.936
H -3.186 -3.896 0.850
H -4.481 -3.552 -1.296
H -3.644 -1.668 -2.823
H 1.870 1.036 -2.530
H 2.123 1.366 -0.806
H 2.786 2.523 -1.937
H 1.737 4.536 -1.850
H -0.312 5.907 -1.758
H -2.528 4.874 -1.781
H -3.800 3.053 -1.133
H -3.007 1.482 -0.713
H -3.513 1.803 -2.339
O 4.535 -0.289 -5.665
C 4.019 -0.760 -4.670
S 4.746 -0.550 -3.056
C 3.514 -1.419 -2.151
C 2.495 -1.980 -2.848
S 1.206 -2.978 -2.309
S 2.467 -1.571 -4.609
S 3.777 -1.326 -0.446

Entry 2:
67
Properties=species:S:1:pos:R:3 method="wB97M-V/def2-TZVPD" e_lumo_ev=-1.94 fmax_ev_per_a=0.96 e_tot_ha=-5005.47796 de_lowest_kcal_mol=0.00
V -1.315 -1.823 -1.296
C 0.500 -0.470 2.547
C 0.286 -1.003 1.165
N -0.819 -0.796 0.520
N -1.746 0.012 1.158
C -2.541 0.673 0.425
S -2.453 0.746 -1.392
S -3.842 1.620 1.046
C -3.665 1.332 2.825
C -3.726 -0.106 3.275
C -4.578 -1.026 2.680
C -4.600 -2.343 3.116
C -3.782 -2.747 4.160
C -2.937 -1.828 4.767
C -2.906 -0.515 4.322
C 1.388 -1.709 0.506
C 2.500 -2.169 1.226
C 3.592 -2.709 0.582
C 3.612 -2.776 -0.810
C 2.541 -2.320 -1.550
C 1.425 -1.806 -0.894
O 0.398 -1.367 -1.629
H -0.420 -0.067 2.955
H 1.267 0.306 2.526
H 0.855 -1.271 3.194
H -4.491 1.916 3.241
H -2.735 1.796 3.153
H -5.205 -0.729 1.850
H -5.249 -3.053 2.622
H -3.798 -3.776 4.495
H -2.296 -2.135 5.584
H -2.237 0.199 4.790
H 2.504 -2.111 2.304
H 4.430 -3.076 1.157
H 4.470 -3.197 -1.319
H 2.523 -2.371 -2.630
C 7.232 5.829 -2.559
C 5.836 5.281 -2.422
O 4.952 5.472 -3.206
S 5.652 4.270 -0.946
C 4.006 3.654 -1.157
C 2.919 4.521 -1.190
C 1.638 4.015 -1.319
C 1.433 2.637 -1.396
C 2.528 1.772 -1.364
C 3.810 2.281 -1.252
C 0.111 2.090 -1.471
C -0.963 1.547 -1.480
H 7.191 6.772 -3.100
H 7.822 5.118 -3.139
H 7.710 5.963 -1.590
H 3.079 5.587 -1.119
H 0.787 4.682 -1.347
H 2.365 0.705 -1.437
H 4.662 1.614 -1.238
O -1.836 -1.787 -3.088
Cl -1.606 -2.957 -4.130
O -1.973 -2.374 -5.359
O -2.468 -4.000 -3.712
O -0.235 -3.289 -4.039
F -2.988 -1.861 -0.433
Te -4.991 -2.754 -1.560
F -4.882 -4.492 -0.735
F -5.334 -0.871 -1.902
F -5.628 -2.283 0.117
F -6.720 -3.145 -2.137
O -1.058 -3.301 -0.964

Entry 3:
59
Properties=species:S:1:pos:R:3 method="wB97M-V/def2-TZVPD" e_lumo_ev="-0.54 / -0.31" s_squared=0.76 fmax_ev_per_a=0.41 spin_multiplicity=2 e_tot_ha=-3359.52426 de_lowest_kcal_mol=0.00
Cr -0.545 0.157 0.448
O -2.002 0.976 4.582
C -0.793 1.322 5.067
C -0.731 1.641 6.427
C 0.464 2.004 7.008
C 1.633 2.059 6.250
C 1.576 1.750 4.909
C 0.375 1.378 4.291
C 0.374 1.093 2.843
O -0.757 0.737 2.278
N 1.462 1.274 2.155
N 1.223 0.998 0.814
C 2.236 1.085 0.033
C 2.162 0.790 -1.384
C 3.312 0.933 -2.168
C 3.297 0.658 -3.520
C 2.111 0.233 -4.115
C 0.960 0.086 -3.366
C 0.972 0.355 -1.994
O -0.160 0.176 -1.313
H -1.883 0.757 3.636
H -1.647 1.589 6.999
H 0.490 2.244 8.063
H 2.571 2.341 6.706
H 2.466 1.786 4.297
H 3.189 1.380 0.462
H 4.226 1.267 -1.691
H 4.195 0.775 -4.111
H 2.087 0.015 -5.175
H 0.034 -0.255 -3.808
C 1.214 -4.009 -4.999
C 0.705 -3.661 -3.629
C -0.660 -3.596 -3.362
C -1.127 -3.245 -2.105
C -0.215 -2.956 -1.104
C 1.149 -3.024 -1.341
C 1.599 -3.377 -2.601
S -0.801 -2.466 0.488
O 0.290 -1.595 1.043
O -1.145 -3.611 1.259
O -1.902 -1.484 0.232
H 0.395 -4.174 -5.697
H 1.823 -4.914 -4.972
H 1.841 -3.206 -5.392
H -1.369 -3.815 -4.152
H -2.189 -3.181 -1.910
H 1.846 -2.780 -0.550
H 2.665 -3.412 -2.793
I -0.635 3.957 1.153
C -2.220 2.880 0.354
C -3.377 3.605 0.086
C -4.434 2.978 -0.542
C -4.298 1.649 -0.904
C -3.123 0.999 -0.590
N -2.098 1.585 0.055
H -3.426 4.648 0.360
H -5.342 3.527 -0.755
H -5.084 1.112 -1.416
H -2.979 -0.041 -0.842

Entry 4:
53
Properties=species:S:1:pos:R:3 method="wB97M-V/def2-TZVPD" e_lumo_ev=-1.75 fmax_ev_per_a=2.66 e_tot_ha=-1810.62534 de_lowest_kcal_mol=35.60
F 1.862 -5.477 1.709
C 1.100 -5.738 2.813
F 0.671 -7.038 2.704
F 1.933 -5.686 3.895
C -0.063 -4.783 2.938
C -0.597 -4.537 4.202
C -1.683 -3.661 4.314
C -2.207 -3.045 3.192
C -1.600 -3.215 1.913
S -2.001 -2.259 0.614
C -0.574 -4.194 1.798
H -0.170 -5.022 5.073
H -2.103 -3.468 5.299
H -3.052 -2.368 3.268
H -0.144 -4.408 0.829
C -3.594 3.337 2.012
N -2.606 2.862 1.062
C -2.044 1.623 1.076
C -1.095 1.516 0.032
C -0.278 0.404 -0.212
C 0.547 0.240 -1.339
C 0.320 0.613 -2.686
N 1.444 0.389 -3.422
C 1.589 0.706 -4.831
C 2.449 -0.137 -2.603
C 1.919 -0.261 -1.295
C 2.762 -0.630 -0.253
C 4.109 -0.908 -0.543
C 4.615 -0.785 -1.850
C 3.782 -0.380 -2.906
C -1.088 2.825 -0.637
C -2.061 3.620 0.021
C -2.332 4.942 -0.307
C -1.591 5.508 -1.357
C -0.600 4.756 -2.006
C -0.324 3.429 -1.627
H -3.866 4.367 1.768
H -4.493 2.707 1.978
H -3.192 3.303 3.034
H -2.325 0.861 1.798
H -0.246 -0.378 0.552
H -0.580 1.038 -3.122
H 2.602 0.457 -5.156
H 0.867 0.135 -5.430
H 1.407 1.776 -5.009
H 2.360 -0.690 0.758
H 4.778 -1.220 0.260
H 5.667 -0.999 -2.046
H 4.151 -0.253 -3.922
H -3.092 5.503 0.233
H -1.781 6.538 -1.660
H -0.029 5.210 -2.819
H 0.477 2.877 -2.107